# 1
DFT (ωB97M-V/def2-TZVPD) results for 2 unconnected molecules or ions with the total composition C4H10N2O in a non-equilibrium geometry.

CARTESIAN COORDINATES (ANGSTROEM)
C1 1.040 0.220 0.127
C2 -1.714 -1.496 -0.608
C3 -0.186 0.833 -0.005
N1 1.957 0.447 1.189
N2 1.506 -0.579 -0.962
C4 -0.847 1.972 0.058
O1 -1.329 -0.763 0.558
H1 -0.434 -0.642 1.054
H2 1.935 1.419 1.492
H3 2.294 -1.162 -0.709
H4 1.746 -0.129 1.996
H5 1.768 0.001 -1.755
H6 -0.852 -1.758 -1.223
H7 -2.423 -0.904 -1.188
H8 -2.222 -2.399 -0.274
H9 -0.316 2.913 0.121
H10 -1.925 2.027 0.131

Orbital gap ... 7.9 eV
2S+1 ... 1
SMILES string ... C=C=C(N)N.CO
E_LUMO ... 0.9 eV
E_tot ... -342.982217 a.u.
Energy above the lowest of the compared OMol25 structures with the same formula, charge and spin ... 5.966 eV

# 2
DFT (ωB97M-V/def2-TZVPD) results for CH4N2O in the gas phase in a non-equilibrium geometry.

CARTESIAN COORDINATES (ANGSTROEM)
C1 -0.773 -0.170 0.036
N1 -1.968 0.130 -0.092
N2 1.506 0.183 -0.015
O1 0.191 0.736 -0.089
H1 -0.258 -1.370 0.306
H2 -2.638 -0.619 0.023
H3 1.984 0.692 0.729
H4 1.956 0.418 -0.899

Orbital gap ... 11.1 eV
2S+1 ... 1
SMILES string ... [H]/N=C/ON
E_LUMO ... 1.0 eV
E_tot ... -225.157300 a.u.
Energy above the lowest of the compared OMol25 structures with the same formula, charge and spin ... 3.665 eV